No. 1
{"formula": "C34H40N6O2PS4Se2Sn", "method": "the ωB97M-V functional and the def2-TZVPD basis", "species": ["Sn", "Se", "P", "Se", "C", "C", "C", "C", "C", "C", "C", "C", "C", "C", "C", "C", "H", "H", "H", "H", "H", "H", "H", "H", "H", "H", "N", "C", "N", "C", "C", "S", "C", "C", "S", "C", "N", "N", "H", "H", "H", "H", "H", "H", "C", "C", "C", "C", "C", "C", "C", "S", "C", "O", "H", "H", "H", "H", "H", "H", "H", "H", "H", "H", "C", "N", "C", "C", "N", "C", "S", "H", "H", "H", "H", "H", "H", "C", "C", "C", "O", "C", "H", "H", "H", "H", "H", "H", "H", "H"], "coordinates": [[-0.03604, -0.45472, -0.80038], [0.53687, 2.41630, -2.61190], [0.04401, 3.26503, -0.70429], [-1.09564, 1.92093, 0.59039], [-0.93528, 4.79022, -0.92754], [-2.03560, 5.08622, -0.12804], [-2.74843, 6.26309, -0.33552], [-2.36473, 7.14432, -1.33528], [-1.26407, 6.85329, -2.13225], [-0.55130, 5.68005, -1.93214], [1.57495, 3.76916, 0.15004], [2.56090, 4.43695, -0.58013], [3.74581, 4.81244, 0.03610], [3.95759, 4.51629, 1.37841], [2.98333, 3.84816, 2.10293], [1.79003, 3.47515, 1.49255], [-2.33174, 4.40030, 0.65332], [-3.60249, 6.49026, 0.29171], [-2.92498, 8.05725, -1.49802], [-0.96233, 7.53973, -2.91457], [0.29138, 5.44498, -2.57109], [2.41442, 4.63779, -1.63375], [4.50852, 5.32867, -0.53465], [4.88756, 4.80199, 1.85585], [3.14937, 3.61300, 3.14786], [1.02814, 2.95050, 2.05380], [1.10689, -4.11081, -0.62598], [0.53799, -3.83343, -1.82768], [0.09391, -2.65083, -2.17088], [-0.42023, -2.65343, -3.46150], [-0.33977, -3.83854, -4.10057], [0.38552, -5.02319, -3.07977], [-1.02807, -1.42395, -3.99504], [-1.53956, -1.28500, -5.23766], [-2.24503, 0.26805, -5.42104], [-1.80665, 0.64758, -3.79567], [-1.18127, -0.31095, -3.17127], [-2.14854, 1.85076, -3.20937], [0.90905, -3.46706, 0.13888], [1.29503, -5.06832, -0.39049], [-0.66235, -4.10373, -5.09690], [-1.55345, -1.99462, -6.05134], [-2.47303, 2.55159, -3.86077], [-1.37074, 2.21632, -2.65574], [2.42101, -5.67486, 6.37818], [1.59003, -4.90603, 5.38181], [0.37434, -5.40329, 4.92339], [-0.37176, -4.70430, 3.98131], [0.10001, -3.48943, 3.50741], [1.30705, -2.96582, 3.95665], [2.04025, -3.67588, 4.89042], [-0.85001, -2.65491, 2.25381], [-1.41941, -1.26582, 3.22609], [0.19786, -2.05415, 1.31861], [2.06821, -6.69951, 6.48284], [2.38016, -5.20110, 7.36164], [3.46657, -5.69627, 6.06961], [0.01125, -6.35591, 5.29549], [-1.31230, -5.10244, 3.61348], [1.67225, -2.02396, 3.55958], [2.98581, -3.27649, 5.24404], [-0.55190, -0.74100, 3.62578], [-2.04850, -1.65582, 4.02765], [-1.99000, -0.61279, 2.56588], [-5.44677, -2.34119, 0.50013], [-5.15473, -1.04513, -0.10160], [-6.06499, -0.01000, -0.28715], [-5.40632, 0.98566, -0.90192], [-4.10555, 0.54999, -1.08171], [-3.94624, -0.68736, -0.59453], [-2.55642, -1.68091, -0.55528], [-6.52295, -2.48531, 0.51310], [-5.05706, -2.38995, 1.51600], [-4.97664, -3.12585, -0.08604], [-7.08930, -0.08229, 0.04028], [-5.73838, 1.96010, -1.21836], [-3.38736, 1.05630, -1.59220], [4.43740, -1.13158, -2.23138], [4.53792, 0.40444, -2.04834], [3.75635, 0.66865, -0.76116], [2.88329, -0.46258, -0.60781], [3.68192, -1.58985, -0.98252], [5.41323, -1.60918, -2.30624], [3.86773, -1.37831, -3.12829], [4.08206, 0.93296, -2.88400], [5.57226, 0.73577, -1.95553], [3.14907, 1.56513, -0.79832], [4.42501, 0.72754, 0.10597], [3.01967, -2.43574, -1.14810], [4.37592, -1.82929, -0.16932]], "homo_lumo_gap_ev": 8.105, "e_above_lowest_kcal_mol": 29.61, "total_charge": 1, "lumo_energy_ha": -0.0600}

No. 2
{"formula": "C14H42O7", "method": "the ωB97M-V functional and the def2-TZVPD basis", "species": ["C", "C", "O", "H", "H", "H", "H", "H", "H", "C", "C", "O", "H", "H", "H", "H", "H", "H", "C", "C", "O", "H", "H", "H", "H", "H", "H", "C", "C", "O", "H", "H", "H", "H", "H", "H", "C", "C", "O", "H", "H", "H", "H", "H", "H", "C", "C", "O", "H", "H", "H", "H", "H", "H", "C", "C", "O", "H", "H", "H", "H", "H", "H"], "coordinates": [[-5.25636, 2.72126, 1.26402], [-4.36996, 2.03796, 0.14349], [-3.69804, 0.93021, 0.67094], [-4.71266, 2.80008, 2.20544], [-6.11791, 2.09366, 1.49195], [-5.59093, 3.72817, 1.01445], [-3.64675, 2.68845, -0.34837], [-5.01092, 1.74390, -0.68765], [-2.79333, 1.20363, 0.83930], [-1.23674, -3.56406, 1.20897], [-2.54530, -2.69588, 1.23535], [-3.15424, -2.65220, 2.51761], [-1.43939, -4.53711, 1.65641], [-0.50186, -3.08825, 1.85833], [-0.74694, -3.62267, 0.23698], [-3.38320, -3.08367, 0.65600], [-2.33308, -1.72140, 0.79552], [-3.93367, -2.09334, 2.55956], [2.39933, -0.64851, 1.78174], [3.67421, -0.76606, 0.96675], [4.09844, -2.12290, 0.87253], [2.06847, 0.38894, 1.82985], [2.58466, -1.00683, 2.79435], [1.61020, -1.24207, 1.32015], [4.46453, -0.21328, 1.47462], [3.61539, -0.28994, -0.01200], [4.63541, -2.25590, 0.08794], [0.65342, -3.90278, -2.69208], [1.96170, -3.45361, -2.03753], [2.67471, -2.68477, -3.01057], [0.07293, -4.56845, -2.05331], [0.86201, -4.47809, -3.59408], [0.09500, -3.04931, -3.07659], [2.57731, -4.31016, -1.76284], [1.82533, -2.77770, -1.19335], [3.44275, -2.22385, -2.66523], [3.23957, 2.89875, -2.92597], [3.08070, 3.48562, -1.57705], [3.52409, 2.48296, -0.66579], [2.43067, 2.18771, -3.09395], [4.20266, 2.42112, -3.10602], [3.21152, 3.57122, -3.78334], [2.03959, 3.66911, -1.31147], [3.65526, 4.40359, -1.45332], [2.76269, 1.90209, -0.59887], [-1.27542, 0.79512, 3.06732], [-1.35301, 2.25772, 2.62332], [-1.23995, 2.34234, 1.20215], [-1.30844, 0.58288, 4.13595], [-0.32295, 0.37084, 2.74970], [-2.02674, 0.15133, 2.61000], [-0.49616, 2.80100, 3.02176], [-2.29323, 2.66105, 2.99936], [-1.05041, 3.26119, 0.99873], [-0.67063, 0.44262, -2.05736], [0.69622, 0.31222, -1.34004], [0.91907, 1.34704, -0.48952], [-0.93280, 1.47099, -2.30601], [-1.46832, 0.06647, -1.41680], [-0.63834, -0.18731, -2.94632], [1.49912, 0.24209, -2.07389], [0.74654, -0.62289, -0.78224], [0.22434, 1.39979, 0.17091]], "homo_lumo_gap_ev": 10.210, "e_above_lowest_kcal_mol": 51.04, "smiles": "CCO.CCO.CCO.CCO.CCO.CCO.CCO", "total_charge": 0, "lumo_energy_ha": 0.0115}

No. 3
{"formula": "C16H24NO2", "method": "the ωB97M-V functional and the def2-TZVPD basis", "species": ["C", "C", "C", "N", "C", "C", "O", "C", "C", "H", "H", "H", "H", "H", "H", "H", "H", "H", "H", "H", "H", "H", "C", "O", "C", "C", "C", "C", "C", "C", "C", "C", "H", "H", "H", "H", "H", "H", "H", "H", "H", "H", "H"], "coordinates": [[-0.60956, -0.05587, -1.43340], [0.76169, 0.17484, -0.94259], [1.81906, -0.60342, -1.29239], [3.13936, -0.24713, -1.17759], [4.08659, -1.21238, -1.76447], [5.50997, -0.86077, -1.36305], [5.79502, 0.50437, -1.69771], [4.95662, 1.40436, -0.96000], [3.47413, 1.17796, -1.25198], [-1.26400, 0.72572, -1.04620], [-0.70823, -0.08636, -2.53025], [-0.98591, -1.01887, -1.07250], [0.92573, 1.05989, -0.32218], [1.66251, -1.62033, -1.68011], [3.81597, -2.21167, -1.40178], [4.00916, -1.19318, -2.86997], [5.63979, -1.04920, -0.27760], [6.22301, -1.45574, -1.95185], [5.13449, 1.30144, 0.12937], [5.25867, 2.40290, -1.30656], [3.25938, 1.57605, -2.26455], [2.86189, 1.72263, -0.52594], [-0.15193, -2.78493, 2.27664], [-0.83832, -1.53201, 2.10652], [-1.62474, -1.38200, 1.07895], [-2.67804, -0.42242, 1.15615], [-3.69822, -0.44298, 0.17139], [-4.67768, 0.53404, 0.18151], [-4.67375, 1.54377, 1.15403], [-5.70391, 2.62977, 1.11397], [-3.71859, 1.50215, 2.17986], [-2.71506, 0.55140, 2.19640], [0.41112, -2.67714, 3.20242], [-0.87520, -3.60655, 2.36243], [0.52699, -2.97515, 1.43517], [-1.60587, -2.16358, 0.30462], [-3.65629, -1.23308, -0.58753], [-5.46657, 0.52578, -0.57219], [-5.56585, 3.30508, 1.96193], [-5.62692, 3.21564, 0.19053], [-6.71411, 2.20623, 1.15538], [-3.77520, 2.23907, 2.97561], [-1.93721, 0.53159, 2.95949]], "homo_lumo_gap_ev": 4.830, "e_above_lowest_kcal_mol": 79.16, "total_charge": 1, "lumo_energy_ha": -0.1923}

Question: Which formula does entry 2 have?
Answer: C14H42O7